[1]
{"formula": "C24H18N2O4S", "method": "wB97M-V/def2-TZVPD", "elements": ["C", "C", "O", "C", "C", "C", "C", "N", "C", "O", "C", "O", "C", "O", "C", "C", "C", "C", "C", "C", "S", "C", "C", "C", "C", "C", "C", "C", "N", "C", "C", "H", "H", "H", "H", "H", "H", "H", "H", "H", "H", "H", "H", "H", "H", "H", "H", "H", "H"], "xyz": [[-7.224, -0.370, 2.111], [-6.852, -0.509, 0.654], [-7.678, -0.806, -0.182], [-5.435, -0.267, 0.292], [-4.442, 0.037, 1.225], [-3.143, 0.247, 0.817], [-2.800, 0.163, -0.534], [-1.463, 0.382, -0.869], [-0.903, 0.473, -2.097], [-1.472, 0.378, -3.158], [0.609, 0.738, -2.023], [1.203, -0.157, -1.089], [2.450, -0.576, -1.352], [3.114, -0.174, -2.271], [2.886, -1.652, -0.419], [3.567, -2.728, -0.978], [3.954, -3.803, -0.198], [3.671, -3.807, 1.158], [3.032, -2.724, 1.736], [2.647, -1.643, 0.956], [1.858, -0.273, 1.768], [2.735, 1.095, 1.061], [4.079, 1.019, 0.727], [4.722, 2.124, 0.199], [4.044, 3.322, 0.019], [2.711, 3.417, 0.365], [2.048, 2.305, 0.883], [0.670, 2.359, 1.173], [-0.463, 2.359, 1.358], [-3.783, -0.135, -1.474], [-5.079, -0.347, -1.056], [-6.669, -1.090, 2.709], [-8.289, -0.554, 2.226], [-6.991, 0.632, 2.464], [-4.675, 0.112, 2.275], [-2.379, 0.492, 1.541], [-0.858, 0.544, -0.073], [1.056, 0.596, -3.011], [0.785, 1.773, -1.702], [3.773, -2.708, -2.038], [4.472, -4.635, -0.648], [3.963, -4.645, 1.773], [2.832, -2.703, 2.796], [4.619, 0.096, 0.874], [5.765, 2.049, -0.068], [4.556, 4.177, -0.392], [2.165, 4.340, 0.231], [-3.526, -0.195, -2.519], [-5.852, -0.581, -1.772]], "nbo_charge": [-0.72, 0.58, -0.55, -0.20, -0.18, -0.20, 0.17, -0.60, 0.66, -0.58, -0.17, -0.52, 0.80, -0.57, -0.20, -0.15, -0.21, -0.18, -0.25, -0.05, 0.31, -0.14, -0.24, -0.15, -0.22, -0.15, -0.17, 0.28, -0.33, -0.26, -0.12, 0.23, 0.24, 0.23, 0.21, 0.22, 0.42, 0.24, 0.20, 0.24, 0.22, 0.22, 0.23, 0.24, 0.22, 0.23, 0.23, 0.26, 0.24], "lumo_ev": -0.288, "total_energy_ev": -47186.392, "smiles": "CC(=O)c1ccc(NC(=O)COC(=O)c2ccccc2Sc2ccccc2C#N)cc1", "homo_lumo_gap_ev": 8.242, "de_lowest_kcal_mol": 20.2, "max_force_ev_per_a": 1.04}

---

[2]
{"formula": "C24H18N2O6PdS2", "method": "wB97M-V/def2-TZVPD", "elements": ["Pd", "O", "N", "C", "C", "C", "C", "C", "S", "H", "H", "H", "H", "O", "S", "C", "C", "C", "C", "C", "C", "C", "C", "C", "C", "C", "C", "H", "H", "H", "H", "H", "H", "H", "H", "H", "H", "O", "C", "O", "C", "C", "C", "C", "C", "C", "N", "O", "O", "H", "H", "H", "H"], "xyz": [[-0.907, -1.626, 2.364], [-2.704, -1.731, 3.616], [-3.729, -1.448, 2.868], [-4.821, -0.997, 3.477], [-6.022, -0.732, 2.888], [-6.068, -0.879, 1.513], [-4.968, -1.356, 0.842], [-3.798, -1.703, 1.508], [-2.536, -2.563, 0.743], [-4.650, -0.882, 4.610], [-6.743, -0.376, 3.643], [-6.967, -0.552, 0.947], [-4.913, -1.521, -0.177], [0.982, -1.867, 1.324], [1.682, -0.698, 0.657], [3.128, -1.610, 0.065], [4.154, -0.899, -0.604], [5.328, -1.522, -0.969], [5.335, -2.932, -0.870], [4.268, -3.623, -0.247], [3.149, -3.007, 0.238], [0.949, -0.457, -0.955], [0.893, 0.804, -1.502], [0.441, 0.915, -2.799], [0.008, -0.239, -3.443], [-0.030, -1.519, -2.834], [0.557, -1.647, -1.566], [4.054, 0.128, -0.811], [6.054, -0.826, -1.341], [6.163, -3.586, -1.130], [4.363, -4.686, -0.021], [2.446, -3.646, 0.697], [1.152, 1.653, -0.889], [0.522, 1.914, -3.315], [-0.244, -0.222, -4.466], [-0.413, -2.392, -3.323], [0.692, -2.523, -0.939], [-2.362, 0.816, 1.241], [-1.251, 1.123, 1.583], [-0.537, 0.418, 2.424], [-0.540, 2.286, 0.941], [-1.165, 2.874, -0.159], [-0.500, 3.768, -1.020], [0.843, 3.978, -0.764], [1.494, 3.556, 0.437], [0.821, 2.678, 1.235], [1.596, 4.624, -1.759], [0.917, 4.968, -2.769], [2.896, 4.716, -1.574], [-2.120, 2.617, -0.454], [-0.828, 4.294, -1.869], [2.522, 3.781, 0.619], [1.408, 2.357, 2.091]], "lowdin_spin": [1.35, 0.10, 0.01, 0.00, 0.01, 0.00, 0.01, 0.02, 0.22, 0.00, 0.00, 0.00, 0.00, 0.05, 0.00, 0.00, 0.00, 0.00, 0.00, 0.00, 0.00, 0.00, 0.00, 0.00, 0.00, 0.00, 0.00, 0.00, 0.00, 0.00, 0.00, 0.00, 0.00, 0.00, 0.00, 0.00, 0.00, 0.02, 0.03, 0.20, 0.10, 0.01, 0.08, 0.05, 0.05, 0.00, 0.23, 0.22, 0.20, 0.00, 0.01, 0.01, 0.00], "spin_multiplicity": 4, "s2": 3.778, "lumo_ev": [2.281, 0.924], "total_energy_ev": -65590.140, "homo_lumo_gap_ev": [4.534, 6.258], "max_force_ev_per_a": 3.34, "charge": -1}

---

[3]
{"formula": "C24H19AsNdO5", "method": "wB97M-V/def2-TZVPD", "elements": ["Nd", "O", "C", "C", "O", "C", "O", "C", "O", "C", "H", "H", "C", "H", "H", "O", "As", "C", "C", "C", "C", "C", "C", "C", "C", "C", "C", "C", "C", "C", "C", "C", "C", "C", "C", "H", "H", "H", "H", "H", "H", "H", "H", "H", "H", "H", "H", "H", "H", "H"], "xyz": [[-0.013, -0.042, -3.354], [0.194, 3.549, -2.147], [0.145, 2.541, -2.703], [-0.203, -2.754, -2.984], [-0.290, -3.815, -2.549], [2.646, -0.116, -3.047], [3.762, -0.130, -2.757], [-2.654, 0.166, -3.255], [-3.782, 0.266, -3.038], [-0.055, 0.718, -5.742], [-0.946, 1.360, -5.800], [0.890, 1.274, -5.836], [-0.121, -0.666, -5.799], [0.765, -1.302, -5.958], [-1.067, -1.217, -5.919], [-0.187, -0.089, -1.120], [-0.035, -0.025, 0.604], [1.151, 1.394, 1.121], [2.489, 1.391, 0.712], [3.332, 2.428, 1.123], [2.850, 3.456, 1.937], [1.522, 3.433, 2.370], [0.664, 2.410, 1.955], [-1.749, 0.303, 1.391], [-1.808, 0.390, 2.793], [-3.031, 0.615, 3.432], [-4.198, 0.754, 2.672], [-4.136, 0.666, 1.280], [-2.917, 0.444, 0.629], [0.573, -1.741, 1.203], [1.822, -2.235, 0.808], [2.297, -3.418, 1.385], [1.524, -4.107, 2.325], [0.261, -3.625, 2.686], [-0.231, -2.454, 2.101], [2.867, 0.595, 0.067], [4.378, 2.420, 0.816], [3.507, 4.276, 2.234], [1.150, 4.205, 3.044], [-0.373, 2.402, 2.293], [-0.900, 0.282, 3.393], [-3.058, 0.675, 4.519], [-5.151, 0.928, 3.174], [-5.048, 0.767, 0.685], [-2.856, 0.374, -0.457], [2.410, -1.701, 0.058], [3.283, -3.786, 1.101], [1.904, -5.025, 2.776], [-0.346, -4.149, 3.423], [-1.227, -2.085, 2.353]], "lowdin_spin": [3.02, 0.00, 0.00, 0.00, 0.00, 0.00, 0.00, 0.00, 0.00, 0.00, 0.00, 0.00, 0.00, 0.00, 0.00, -0.01, 0.00, 0.00, 0.00, 0.00, 0.00, 0.00, 0.00, 0.00, 0.00, 0.00, 0.00, 0.00, 0.00, 0.00, 0.00, 0.00, 0.00, 0.00, 0.00, 0.00, 0.00, 0.00, 0.00, 0.00, 0.00, 0.00, 0.00, 0.00, 0.00, 0.00, 0.00, 0.00, 0.00, 0.00], "spin_multiplicity": 4, "s2": 3.753, "lumo_ev": [-12.203, -12.085], "total_energy_ev": -111519.349, "homo_lumo_gap_ev": [4.807, 4.925], "max_force_ev_per_a": 5.68, "charge": 3}

---

[4]
{"formula": "C24H19BF4N3PRuS3", "method": "wB97M-V/def2-TZVPD", "elements": ["Ru", "N", "C", "C", "C", "C", "C", "C", "S", "N", "C", "C", "C", "C", "C", "C", "N", "H", "H", "H", "H", "H", "H", "H", "H", "H", "F", "B", "F", "F", "F", "S", "P", "S", "C", "C", "C", "C", "C", "C", "C", "C", "C", "C", "C", "C", "H", "H", "H", "H", "H", "H", "H", "H", "H", "H"], "xyz": [[0.226, 0.667, -0.156], [3.885, -0.700, -1.910], [4.778, -1.183, -0.957], [6.119, -1.356, -1.279], [6.977, -1.843, -0.317], [6.518, -2.170, 0.971], [5.197, -2.003, 1.300], [4.311, -1.497, 0.330], [2.690, -1.261, 0.768], [1.981, -0.597, -0.559], [2.597, -0.411, -1.702], [1.793, 0.163, -2.817], [2.196, 0.141, -4.134], [1.373, 0.741, -5.085], [0.191, 1.323, -4.676], [-0.152, 1.273, -3.329], [0.630, 0.705, -2.420], [4.279, -0.445, -2.806], [6.479, -1.108, -2.269], [8.023, -1.975, -0.559], [7.212, -2.551, 1.707], [4.835, -2.246, 2.290], [3.105, -0.347, -4.460], [1.661, 0.749, -6.127], [-0.470, 1.808, -5.379], [-1.077, 1.701, -2.964], [2.679, 3.540, 1.158], [2.397, 2.399, 0.526], [3.488, 1.710, 0.022], [1.424, 2.568, -0.543], [1.650, 1.470, 1.402], [-1.160, -1.122, 0.144], [-2.554, 0.240, 0.832], [-1.635, 1.938, 0.107], [-2.603, 0.287, 2.605], [-1.639, 0.978, 3.343], [-1.679, 0.936, 4.725], [-2.670, 0.206, 5.371], [-3.626, -0.486, 4.642], [-3.599, -0.447, 3.258], [-4.186, -0.036, 0.212], [-4.490, -1.192, -0.504], [-5.787, -1.399, -0.952], [-6.763, -0.448, -0.698], [-6.456, 0.712, 0.007], [-5.171, 0.922, 0.470], [-0.872, 1.567, 2.854], [-0.943, 1.480, 5.301], [-2.702, 0.187, 6.452], [-4.399, -1.047, 5.147], [-4.354, -0.975, 2.691], [-3.727, -1.931, -0.711], [-6.030, -2.298, -1.500], [-7.773, -0.608, -1.050], [-7.225, 1.449, 0.196], [-4.950, 1.822, 1.032]], "lowdin_spin": [2.39, 0.13, 0.10, -0.01, 0.08, 0.03, 0.02, 0.11, 0.38, 0.14, 0.01, 0.01, 0.00, 0.00, 0.00, 0.01, 0.10, 0.00, 0.00, 0.00, 0.00, 0.00, 0.00, 0.00, 0.00, 0.00, 0.00, 0.00, 0.00, 0.02, 0.09, 0.14, 0.03, 0.15, 0.01, 0.01, 0.00, 0.00, 0.00, 0.00, 0.00, 0.00, 0.00, 0.00, 0.00, 0.00, 0.00, 0.00, 0.00, 0.00, 0.00, 0.00, 0.00, 0.00, 0.00, 0.00], "spin_multiplicity": 5, "s2": 6.039, "lumo_ev": [-6.960, -8.753], "total_energy_ev": -85582.535, "homo_lumo_gap_ev": [7.420, 5.633], "de_lowest_kcal_mol": 0.0, "max_force_ev_per_a": 0.63, "charge": 2}

---

[5]
{"formula": "C24H19BrF2N2RhS2", "method": "wB97M-V/def2-TZVPD", "elements": ["Rh", "S", "C", "C", "C", "C", "C", "C", "S", "H", "H", "H", "H", "C", "C", "C", "C", "C", "C", "N", "C", "C", "C", "C", "C", "C", "H", "H", "H", "H", "H", "H", "H", "H", "H", "H", "F", "C", "F", "H", "Br", "C", "C", "C", "C", "C", "N", "H", "H", "H", "H"], "xyz": [[-2.229, -2.282, 16.129], [-3.157, -0.865, 17.743], [-3.910, 0.268, 16.682], [-4.014, 1.643, 17.128], [-4.296, 2.696, 16.288], [-4.674, 2.356, 14.979], [-4.731, 1.032, 14.529], [-4.252, -0.067, 15.250], [-3.980, -1.593, 14.564], [-3.644, 1.739, 18.146], [-4.140, 3.721, 16.621], [-4.872, 3.093, 14.241], [-5.227, 0.826, 13.570], [-7.027, -4.832, 15.634], [-5.983, -5.478, 14.952], [-4.622, -5.179, 15.229], [-4.381, -4.265, 16.277], [-5.418, -3.688, 17.042], [-6.729, -3.920, 16.675], [-2.996, -4.102, 16.607], [-2.461, -4.776, 17.730], [-1.208, -5.418, 17.606], [-0.800, -6.204, 18.695], [-1.565, -6.300, 19.917], [-2.771, -5.659, 19.976], [-3.188, -4.916, 18.902], [-8.053, -5.004, 15.360], [-6.218, -6.313, 14.222], [-3.786, -5.747, 14.772], [-5.160, -2.931, 17.763], [-7.632, -3.488, 17.099], [-0.661, -5.406, 16.678], [0.037, -6.918, 18.501], [-1.231, -6.938, 20.776], [-3.296, -5.793, 20.927], [-4.192, -4.495, 18.948], [0.155, -1.052, 17.277], [-0.346, -2.298, 17.108], [0.645, -3.073, 16.528], [-0.501, -2.781, 18.128], [-0.894, 0.471, 14.308], [-0.541, -1.329, 13.774], [0.360, -1.536, 12.767], [0.800, -2.782, 12.444], [0.215, -3.872, 13.090], [-0.800, -3.623, 14.005], [-1.051, -2.352, 14.441], [0.653, -0.737, 12.096], [1.507, -2.974, 11.654], [0.425, -4.911, 12.867], [-1.330, -4.505, 14.455]], "lowdin_spin": [1.44, 0.30, 0.13, 0.01, 0.07, 0.02, 0.04, 0.07, 0.40, 0.00, 0.00, 0.00, 0.00, 0.01, 0.00, 0.02, 0.02, 0.02, 0.00, 0.32, 0.02, 0.02, -0.01, 0.03, 0.00, 0.03, 0.00, 0.00, 0.00, 0.01, 0.00, 0.00, 0.00, 0.00, 0.00, 0.00, 0.00, -0.03, 0.00, 0.00, 0.05, 0.14, 0.06, 0.24, 0.05, 0.17, 0.31, 0.00, 0.02, 0.00, 0.01], "spin_multiplicity": 5, "s2": 6.061, "lumo_ev": [2.789, 0.651], "total_energy_ev": -128330.369, "homo_lumo_gap_ev": [4.251, 5.616], "de_lowest_kcal_mol": 5.1, "max_force_ev_per_a": 2.99, "charge": -1}

---

[6]
{"formula": "C24H19BrNO2PtSbSe4", "method": "wB97M-V/def2-TZVPD", "elements": ["Pt", "Br", "C", "C", "C", "C", "C", "C", "C", "C", "C", "C", "H", "H", "H", "H", "H", "H", "Se", "Sb", "Se", "Se", "Se", "C", "O", "C", "C", "C", "C", "C", "C", "N", "C", "C", "C", "C", "C", "C", "C", "O", "H", "H", "H", "H", "H", "H", "H", "H", "H", "H", "H", "H", "H"], "xyz": [[0.894, 0.225, -0.487], [-0.511, 0.238, -2.588], [0.511, 1.605, -3.431], [0.109, 2.037, -4.660], [0.870, 3.033, -5.305], [1.985, 3.529, -4.695], [2.400, 3.073, -3.418], [3.569, 3.583, -2.814], [3.944, 3.111, -1.589], [3.181, 2.143, -0.910], [2.015, 1.597, -1.421], [1.641, 2.081, -2.729], [-0.773, 1.622, -5.129], [0.568, 3.388, -6.282], [2.585, 4.288, -5.185], [4.149, 4.335, -3.336], [4.841, 3.487, -1.111], [3.532, 1.834, 0.065], [6.154, -1.286, 2.309], [4.575, -0.086, 3.685], [0.299, 0.729, 3.089], [2.050, 0.345, 1.620], [5.399, 2.122, 4.204], [-3.062, 1.851, 0.326], [-3.883, 1.104, 1.228], [-3.909, -0.243, 0.899], [-4.780, -0.727, -0.053], [-4.784, -2.081, -0.372], [-3.892, -2.922, 0.279], [-3.009, -2.444, 1.232], [-2.999, -1.085, 1.570], [-2.189, -0.490, 2.495], [-1.014, -0.970, 3.140], [-0.231, -2.091, 2.570], [0.348, -3.018, 3.434], [1.205, -4.002, 2.971], [1.501, -4.047, 1.612], [0.968, -3.117, 0.743], [0.102, -2.107, 1.196], [-0.389, -1.177, 0.405], [-3.477, 1.815, -0.686], [-2.041, 1.457, 0.322], [-3.051, 2.878, 0.686], [-5.452, -0.030, -0.541], [-5.467, -2.467, -1.119], [-3.870, -3.978, 0.034], [-2.310, -3.114, 1.710], [-2.463, 0.449, 2.730], [-1.047, -0.923, 4.225], [0.130, -2.938, 4.494], [1.664, -4.704, 3.655], [2.193, -4.795, 1.241], [1.222, -3.113, -0.312]], "nbo_charge": [0.47, 0.18, -0.03, -0.28, -0.24, -0.21, 0.03, -0.27, -0.18, -0.25, -0.17, -0.16, 0.21, 0.20, 0.20, 0.19, 0.21, 0.23, -0.86, 0.71, -0.04, -0.21, -0.87, -0.25, -0.55, 0.21, -0.25, -0.29, -0.19, -0.28, 0.26, -0.63, -0.08, -0.20, -0.18, -0.28, -0.20, -0.28, 0.38, -0.84, 0.16, 0.21, 0.18, 0.20, 0.19, 0.20, 0.23, 0.41, 0.20, 0.19, 0.20, 0.20, 0.21], "lumo_ev": 3.841, "total_energy_ev": -371996.628, "homo_lumo_gap_ev": 5.251, "de_lowest_kcal_mol": 26.6, "max_force_ev_per_a": 2.13, "charge": -2}